Entry 1:
Computed, not measured: a structure of composition C53H52INOP2PtSb2, with ωB97M-V/def2-TZVPD.

Output
Multiplicity   1
Charge   +2
Total energy   -3760.580559 a.u.
Gap between HOMO and LUMO   5.55 eV

Atoms and positions in Å:
H 0.710 5.710 -2.539
H 1.345 2.787 0.848
C -0.384 -6.790 -0.859
H -2.433 8.505 -1.892
Sb -0.265 3.545 -1.234
H -0.606 0.575 5.675
C 2.806 -4.015 0.623
I -1.248 0.687 2.518
C 4.574 -2.694 1.592
H -1.863 1.397 -3.362
P -0.671 -2.207 -0.308
H -3.364 3.631 -2.008
H 4.669 2.269 2.637
C -2.672 7.657 -1.265
C 0.237 -0.069 3.817
C 4.292 -5.006 2.189
Pt 0.660 -1.059 1.131
C -4.455 -1.606 1.177
C 1.830 -0.495 -2.421
C 1.202 4.869 -2.056
C -4.359 -2.211 2.419
H -4.206 2.076 -2.216
C -2.077 -2.793 1.965
H -2.610 -4.254 -0.749
H 2.413 -1.451 -5.607
C 1.144 2.343 -0.128
H 3.618 -3.255 -4.438
C -5.527 1.826 0.997
H 2.673 -6.070 1.259
H 3.178 0.361 2.341
C 3.668 0.057 0.266
C 2.498 -1.527 -1.759
C -3.990 7.383 -0.922
C 0.711 -4.708 -0.434
H 1.199 -0.532 6.999
H 1.865 5.232 -1.271
C 3.149 -2.520 -2.483
H -2.521 -6.678 -1.072
H -3.095 -3.298 3.778
C 3.192 -5.127 1.346
C 3.767 0.694 1.504
C 2.434 -1.470 -4.526
C -1.331 -0.201 -2.049
C 3.452 -2.792 0.776
H -4.792 8.012 -1.284
H -0.631 7.054 -1.048
H 5.888 1.954 -1.452
H -1.489 -2.481 -5.160
C 3.111 -2.488 -3.869
H -5.072 3.483 -1.550
H 5.877 -3.756 2.924
H -1.987 -0.072 -5.362
C -1.124 -2.390 -3.054
C 2.157 -1.347 3.869
C 1.197 -0.592 5.919
O 1.846 -3.944 -0.342
H 3.687 -3.309 -1.974
C 0.193 0.032 5.190
C -0.807 4.834 0.425
Sb -3.552 2.389 0.388
N 1.206 -0.725 3.159
C -4.268 6.308 -0.094
C -1.654 -4.759 -0.710
C 5.367 2.244 0.607
C 4.449 0.519 -0.795
H 6.019 3.097 0.735
H -1.053 4.188 1.266
C -4.116 2.964 -1.591
C -1.072 -1.568 -1.932
H -3.443 -1.105 -0.651
H 4.407 0.035 -1.761
H 1.785 4.334 -2.805
H 4.615 -5.871 2.752
H 0.748 1.330 0.016
C -1.607 -6.129 -0.893
H -5.860 0.939 0.460
C -3.360 -1.574 0.321
H 1.350 0.292 -1.854
H 5.099 -1.751 1.683
H -0.902 -3.447 -2.974
C -1.665 0.335 -3.281
H 1.743 -6.571 -0.676
H -5.393 -1.166 0.866
C 5.290 1.606 -0.621
C -3.258 5.484 0.398
C 5.000 -3.814 2.294
P 2.602 -1.389 0.027
H -6.203 2.647 0.765
H -0.336 -7.858 -1.021
H 0.098 5.388 0.673
C 2.184 -1.302 5.248
H 1.275 0.329 -4.316
C -1.727 -0.490 -4.398
H -5.218 -2.234 3.075
C -1.662 6.837 -0.790
H 2.970 -1.814 5.784
H 2.904 -1.887 3.303
C -3.165 -2.809 2.816
H -2.970 4.315 2.186
H -1.155 -3.284 2.260
C -3.618 4.353 1.311
C 1.795 -0.469 -3.804
H -4.644 4.457 1.664
C -1.933 5.741 0.027
C 0.782 -6.077 -0.643
C -1.450 -1.844 -4.286
C -0.487 -4.021 -0.475
H 2.081 2.264 -0.678
H -5.293 6.110 0.198
C -2.169 -2.169 0.715
H -1.261 0.449 -1.181
H -5.550 1.626 2.067
C 4.609 1.781 1.674

---

Entry 2:
Computed, not measured: a structure of composition C53H53F8N2O31PS2 in a non-equilibrium geometry, with ωB97M-V/def2-TZVPD.

Output
Multiplicity   1
Charge   0
Total energy   -6429.772981 a.u.
Gap between HOMO and LUMO   6.30 eV

Atoms and positions in Å:
O 6.031 3.728 -1.117
H 6.316 2.051 -6.037
C 3.861 0.174 -1.726
H -2.390 -5.489 -1.351
C 3.910 0.795 -0.370
C 6.371 2.391 -7.885
C -6.923 2.288 4.566
F 2.218 -2.673 0.082
H -0.056 -8.429 0.787
H -4.325 -5.337 0.486
O -7.823 3.785 -1.341
H -2.647 -5.792 1.101
F -0.329 -3.101 5.758
C -6.286 1.868 5.963
C 0.863 4.292 -6.852
C 2.729 -9.800 0.968
H 7.454 5.685 -8.400
H -6.491 -1.197 1.185
H -4.209 0.839 1.853
H -3.634 -4.056 -1.373
C 6.823 3.775 -7.549
O -3.263 -3.851 1.548
F 0.399 -1.480 0.711
H -1.678 -2.664 0.026
C 0.733 -3.375 4.850
H -6.160 0.161 3.425
C 6.952 4.300 -9.922
H -6.922 1.027 6.379
H 4.301 3.432 4.330
C -5.281 0.755 1.471
F 1.993 -3.200 5.473
F 0.956 -1.054 4.047
C 7.111 4.692 -8.656
C -5.538 -7.181 2.583
P -4.167 -3.803 5.233
C 3.353 -7.103 1.761
C 5.234 1.977 -2.609
O 1.061 -6.691 1.392
O 5.610 -7.663 2.072
H -3.927 5.239 0.647
H -2.466 -5.064 6.035
O 6.130 1.540 -6.852
O 6.337 8.206 1.606
C -5.361 -3.879 2.845
H 4.219 3.826 -4.803
H -6.175 2.752 6.672
H -5.145 2.352 3.629
O 6.325 2.613 -11.424
O 3.942 6.208 -5.879
N -4.339 -4.653 3.656
O -5.802 -6.310 5.206
C 3.065 5.176 -5.959
O -0.254 -3.982 -0.749
C -7.406 6.075 -1.045
O 2.544 1.823 -4.932
H -7.590 -3.188 3.996
C 5.827 7.426 3.852
H -8.342 6.355 -1.510
H -0.034 4.465 -7.430
C -7.036 4.801 -0.904
C -4.869 5.518 0.196
O 4.729 3.840 2.259
C 6.210 2.002 -9.152
H 6.534 8.936 2.224
O 6.943 4.105 -6.384
O -3.617 -7.017 4.463
C -5.743 4.434 -0.258
O 6.183 8.501 4.302
H 4.728 2.462 0.785
C -2.735 -4.525 -0.834
N -6.133 2.348 3.318
C -4.294 -1.647 1.747
H -7.366 0.867 2.229
O -3.159 -2.401 5.034
C -1.591 -3.422 -0.812
H -6.177 -4.546 2.393
O 0.251 2.078 -6.367
S -4.853 -6.251 4.022
C 2.357 2.900 -5.469
C -3.259 -4.957 0.616
H 0.964 -4.878 0.677
C -5.448 -0.793 1.007
O 5.801 2.526 -3.543
H -5.134 -3.348 0.611
H 5.882 1.004 -9.410
H 2.563 -10.831 0.687
O 4.492 4.164 4.947
H -0.569 -4.158 1.375
H -1.667 -2.837 -1.793
C -4.573 -3.210 1.604
H 5.266 6.537 5.767
H 4.452 0.295 -3.757
O 7.217 5.136 -10.959
H 2.809 -1.176 -0.964
H -5.394 1.482 0.599
C 1.810 5.405 -6.732
C 0.241 -3.993 0.595
C 4.099 -9.412 1.316
H 0.574 -4.456 4.526
H -4.073 -1.292 2.801
F 2.838 -1.898 2.550
H 7.023 4.619 -11.764
H 3.517 -6.076 2.057
C 1.989 -7.486 1.390
O 3.318 0.269 0.554
C 1.710 -2.743 2.444
C 3.314 4.004 -5.369
F 2.217 -4.051 2.701
O -4.439 7.809 0.464
O -8.132 2.580 4.544
C 1.741 -8.905 1.003
O -3.342 -4.756 6.382
C -5.238 6.793 0.052
C 5.053 4.926 2.706
H -5.154 -0.791 -0.103
H -7.337 2.967 -1.121
C 1.115 3.120 -6.264
C 5.306 2.583 -1.250
H 3.532 6.937 -6.383
C 0.659 -2.363 3.596
C 1.091 -2.685 0.965
H -3.341 -1.439 1.141
C 5.326 6.344 4.705
H -4.929 8.626 0.251
H 0.659 1.352 -5.857
C 6.476 2.928 -10.257
C -6.311 1.006 2.660
H -5.244 1.438 5.791
C -6.543 7.159 -0.569
C 5.893 7.186 2.382
O 0.465 -9.248 0.687
O 3.161 -0.980 -1.857
H -2.691 -2.357 5.900
O -6.852 8.333 -0.668
C 4.481 0.733 -2.769
C 4.685 2.030 -0.207
H -5.730 -6.529 1.663
S -6.331 -2.600 3.846
H 5.577 5.827 0.787
H 6.134 -8.480 1.965
O 1.608 6.493 -7.241
O 5.029 -10.196 1.282
H -4.926 -8.110 2.347
O -5.448 3.258 -0.129
H -6.574 -7.552 2.909
C 4.342 -8.000 1.729
F -0.685 -2.431 3.153
C 4.961 5.176 4.173
H 6.376 3.922 -2.009
C 5.532 6.015 1.851

---

Entry 3:
Computed, not measured: a structure of composition C53H54AsBI2N3OSW in a non-equilibrium geometry, with ωB97M-V/def2-TZVPD.

Output
Multiplicity   1
Charge   +1
Total energy   -5612.731162 a.u.
Gap between HOMO and LUMO (alpha / beta)   6.26 / 6.37 eV

Atoms and positions in Å:
H 0.333 4.839 3.659
C 1.178 2.759 -4.101
C -1.926 -6.055 -1.197
H -1.619 -7.091 -1.262
H 2.097 3.187 -4.487
H 1.904 2.963 4.372
C -2.272 0.886 4.560
C 0.901 2.851 -2.736
H -4.510 -4.021 -2.036
C 0.892 -1.022 -4.035
C 1.375 2.931 3.418
H 3.364 -4.308 -2.393
H -0.137 -5.435 -0.184
C 0.487 -0.857 -2.708
C 3.051 -4.110 -1.374
H 1.325 3.870 -0.909
H -1.399 0.890 6.519
C -2.713 1.387 -2.788
H -4.626 2.391 -2.650
C -0.757 -2.941 2.293
C 3.904 -4.382 -0.311
C -0.284 2.280 -2.256
N -0.519 2.324 -0.837
H 2.608 5.673 -1.745
C -1.636 -3.920 2.729
C -1.838 -4.100 4.089
H 1.331 5.469 -2.950
H -0.552 -0.916 -2.429
C -1.158 -3.299 4.999
C -1.498 -3.803 -0.511
H 1.127 -3.397 -1.959
H -3.192 0.415 4.893
C 0.270 2.182 -4.971
H 0.142 -1.206 -4.793
H 0.793 4.476 1.987
B -0.195 1.413 0.267
As -0.420 -2.544 0.449
I 5.441 -0.774 -5.400
H -2.307 0.399 -0.867
N 1.328 -0.610 -1.729
C 2.202 4.992 -2.496
H -3.293 3.486 -3.034
C 3.482 -4.157 0.993
C 3.509 -0.518 -0.917
C 1.105 4.392 3.029
H -3.693 -1.030 2.919
C 4.578 -0.693 -3.501
C 3.106 2.870 -1.488
H 0.652 2.039 5.786
H -4.369 2.683 3.158
S 1.025 -0.830 2.680
H -3.498 2.868 -1.384
H 2.539 -1.032 -5.389
O 2.907 -0.457 0.285
H 2.964 4.869 -3.271
C -1.091 -5.128 -0.590
H 4.134 -4.394 1.824
H 6.470 -0.615 -2.542
C -4.564 1.668 2.805
C 1.384 -3.300 0.178
C 0.092 2.156 3.726
C -3.552 -4.330 -1.633
H 4.892 -4.785 -0.500
C -0.285 -2.314 4.557
C -0.916 1.816 2.813
C 2.341 2.294 2.417
C 5.396 -0.617 -2.411
C -0.947 1.728 -4.489
H -3.113 1.003 -3.727
C 1.842 3.651 -1.844
H 1.914 2.259 1.414
C -1.320 3.319 0.990
H -3.033 -2.363 -0.946
H -2.679 -0.909 1.483
C -1.272 1.158 5.474
H -1.683 1.341 -5.187
N -0.769 2.126 1.413
H -3.054 1.481 1.314
H -2.764 -0.713 -2.174
H -4.986 1.098 3.636
C -0.095 -2.115 3.193
C -1.267 1.771 -3.133
C 1.797 -3.576 -1.128
W 0.957 -0.477 0.351
C -3.576 2.613 -2.440
H 0.489 2.125 -6.033
C -2.937 0.279 -1.747
C -0.115 1.799 5.057
H 2.019 4.980 3.149
C -3.153 -5.656 -1.717
H -3.979 0.299 -1.415
H 3.250 2.900 2.364
I 6.097 -0.530 0.560
H -2.524 -4.863 4.438
H -1.310 -3.442 6.063
C -2.722 -3.396 -1.028
H -2.159 -4.543 2.015
H -5.322 1.719 2.020
H -4.416 -0.608 1.355
H -1.457 4.254 -0.989
H 2.850 1.976 -0.930
C -1.168 3.440 -0.343
C 2.226 -3.625 1.240
H 1.912 -3.465 2.259
H -3.801 -6.386 -2.188
H -1.801 3.994 1.682
H 0.239 -1.679 5.263
C -2.119 1.226 3.219
C 2.215 -0.931 -4.360
C 3.165 -0.717 -3.342
C -3.287 1.008 2.266
C 2.664 -0.589 -2.038
H 3.652 2.579 -2.391
H 2.634 1.287 2.712
C 4.860 -0.554 -1.103
H 3.771 3.470 -0.860
C -3.535 -0.474 1.991

---

Q: What is the total energy in the second record?
A: -6429.772981 a.u.

---

Q: Which value of multiplicity does entry 3 give?
A: 1

---

Q: Which of these has the highest total energy?
A: C53H52INOP2PtSb2